Record 1
A structure of composition C7H11NO2 at a distorted geometry, computed with the ωB97M-V functional and the def2-TZVPD basis.

Values from the calculation:
E_tot = -13020.2230 eV
Energy above the lowest of the compared OMol25 structures with the same formula, charge and spin = 295.13 kJ/mol

```
! RIJCOSX wB97M-V def2-TZVPD def2/J DEFGRID3
* xyz 0 1
C -0.35741 -1.93013 -1.11394
C 2.61906 0.75539 -0.38727
C 1.50288 0.93547 -1.07332
C -0.05093 -0.60138 0.78403
C -0.31859 0.36443 -0.38250
C -1.14172 -0.79824 1.85335
C -1.10335 1.56398 0.03067
N -0.78221 -0.59764 -1.40854
O -0.51452 -2.97794 -1.67549
O 0.18539 -1.89198 0.15372
H 3.58507 1.02987 -0.79217
H 2.80764 0.30877 0.61040
H 1.44610 1.63433 -1.87974
H 0.91178 -0.23933 1.16537
H -1.10720 -0.09459 2.62032
H -0.98223 -1.80058 2.24469
H -2.01195 -0.80699 1.28782
H -1.30386 2.29796 -0.79378
H -0.43277 2.09862 0.77457
H -2.03762 1.16105 0.39214
H -0.91356 -0.41105 -2.41033
*
```

***

Record 2
A structure of composition C2H5NS3 at a distorted geometry, computed with the ωB97M-V functional and the def2-TZVPD basis.

Values from the calculation:
E_tot = -36145.9513 eV
Energy above the lowest of the compared OMol25 structures with the same formula, charge and spin = 415.82 kJ/mol

```
! RIJCOSX wB97M-V def2-TZVPD def2/J DEFGRID3
* xyz 0 1
C -0.09610 1.74134 -0.82694
C -0.14597 -0.87180 0.98972
H -2.02840 1.80149 -2.08515
H 0.96575 1.98847 -0.79392
H 1.78692 -3.46442 2.17455
H -0.89826 -0.21032 1.43681
H 0.09915 -0.73909 -0.07116
N 0.37406 -1.74027 1.75639
S -0.77927 2.21767 -2.34702
S -0.83423 1.03052 0.42565
S 1.54531 -2.77391 1.05059
*
```

***

Record 3
A structure of composition C3H6N2O, computed with the ωB97M-V functional and the def2-TZVPD basis.

Values from the calculation:
E_tot = -8233.6901 eV
Energy above the lowest of the compared OMol25 structures with the same formula, charge and spin = 290.29 kJ/mol

```
! RIJCOSX wB97M-V def2-TZVPD def2/J DEFGRID3
* xyz 0 1
C -2.26982 -0.16526 -0.64972
N -1.02232 -0.71638 -0.15379
C -0.04137 0.07552 -0.03872
N 1.19959 -0.35592 0.43657
C 2.29217 0.34705 0.61858
O 3.19978 -0.42236 1.07497
H -3.05611 -0.31397 0.10242
H -2.22599 0.91134 -0.89870
H -2.58034 -0.71645 -1.54711
H -0.08546 1.15053 -0.29703
H 2.14616 -1.20789 0.92599
H 2.44370 1.41379 0.42653
*
```

***

Record 4
A structure of composition C10H18BiClIN2O2P at a distorted geometry, computed with the ωB97M-V functional and the def2-TZVPD basis.

Values from the calculation:
E_tot = -53473.6200 eV
Energy above the lowest of the compared OMol25 structures with the same formula, charge and spin = 85.27 kJ/mol

```
! RIJCOSX wB97M-V def2-TZVPD def2/J DEFGRID3
* xyz 2 1
C -3.47797 1.84716 -4.29265
C -3.29176 0.74704 -3.41567
H -4.27647 1.57455 -5.02171
H -2.53773 2.03067 -4.84601
H -3.79043 2.75694 -3.73810
O -3.05297 -0.06143 -2.63450
I 0.20599 3.54437 -1.63079
Bi -0.40600 1.34238 -0.05474
P 1.08303 -0.74283 -1.27471
C 1.19142 -2.53628 -0.87682
C 1.07242 -0.63401 -3.10491
H 2.71316 0.95694 -0.73084
H 3.52668 -0.47168 -1.42363
H 2.94854 -0.50677 0.26411
C 2.73265 -0.14121 -0.74882
H 0.93931 0.41472 -3.41710
H 2.01033 -1.01265 -3.53843
H 1.99400 -3.03174 -1.44074
H 0.23457 -3.02828 -1.11815
H 0.24563 -1.23923 -3.50977
H 1.40750 -2.67338 0.19483
C -1.53200 -1.32057 0.48012
O -1.79645 -2.34324 0.91871
Cl 1.57762 2.06242 1.39231
C -0.91477 1.84016 3.73126
C -0.26008 0.55624 3.46396
N -0.31513 -0.22102 2.39238
C 0.46242 -1.33613 2.63957
C 0.99349 -1.23475 3.90091
N 0.55987 -0.00851 4.38532
H -1.94480 1.68210 4.03832
H -0.36659 2.33809 4.52704
H -0.91500 2.50657 2.86760
H 0.58291 -2.13575 1.90168
H 1.62849 -1.92297 4.42841
H 0.76812 0.40210 5.29156
*
```

***

Record 5
A cluster of 7 separate species, C46H54IN2 in total at a distorted geometry, computed with the ωB97M-V functional and the def2-TZVPD basis.

Values from the calculation:
E_tot = -59646.1449 eV

```
! RIJCOSX wB97M-V def2-TZVPD def2/J DEFGRID3
* xyz 1 1
C 4.14167 0.40949 2.11352
C 3.21413 0.31519 1.16811
C 1.91664 0.33204 0.21279
N 0.93516 1.44722 0.51799
C 1.56330 2.77359 0.18226
C 0.64134 4.06691 0.50017
N -0.49456 3.75722 1.46301
C 0.13098 2.88393 2.50672
C 0.30979 1.36701 1.88743
C -1.16095 0.69860 1.92077
C -1.27638 -0.74200 1.19245
C -1.86404 -0.56711 -0.32463
I -2.88943 -2.46224 -0.80381
H 4.97446 0.09608 2.85625
H 1.43043 -0.70724 0.16433
H 2.31042 0.54757 -0.86630
H 0.14893 1.31651 -0.16704
H 2.59362 2.95738 0.65404
H 1.73820 2.76749 -0.97275
H 0.27821 4.63665 -0.44486
H 1.31338 4.83108 1.07228
H -1.18697 3.25538 0.88067
H 1.16232 3.28236 2.88068
H -0.59052 2.77562 3.40095
H 0.94703 0.80178 2.67231
H -2.00526 1.36337 1.50638
H -1.41902 0.52331 3.04519
H -2.09609 -1.33435 1.77655
H -0.32609 -1.38689 1.22995
H -0.97397 -0.36246 -1.04729
H -2.59185 0.33727 -0.35449
C 5.60922 -1.26000 -3.56471
C 5.40047 -0.86421 -2.24659
C 4.43051 -1.49640 -1.47336
C 3.67507 -2.53314 -2.01744
C 3.88650 -2.93149 -3.33463
C 4.85022 -2.29244 -4.10982
H 6.36342 -0.76427 -4.16755
H 5.99427 -0.06094 -1.82064
H 4.26179 -1.18363 -0.44833
H 2.92161 -3.03030 -1.41393
H 3.29881 -3.74044 -3.75764
H 5.01094 -2.59954 -5.13800
C 9.40817 1.07095 1.44006
C 10.59234 0.67169 0.82689
C 10.61528 -0.47427 0.03598
C 9.45059 -1.21539 -0.14911
C 8.26607 -0.81297 0.46181
C 8.24589 0.32727 1.25941
H 9.39059 1.96229 2.05929
H 11.49837 1.25334 0.96598
H 11.53987 -0.78939 -0.43674
H 9.46683 -2.10593 -0.76938
H 7.35717 -1.38955 0.31658
H 7.32334 0.63768 1.73995
C -6.22436 -2.53092 -3.50527
C -4.96595 -3.12025 -3.42384
C -4.53286 -3.98128 -4.42851
C -5.35540 -4.24543 -5.52080
C -6.61265 -3.65311 -5.60433
C -7.04948 -2.79932 -4.59505
H -6.56300 -1.86213 -2.71953
H -4.32159 -2.90797 -2.57396
H -3.55408 -4.44587 -4.36120
H -5.01607 -4.91283 -6.30659
H -7.25309 -3.85792 -6.45670
H -8.03178 -2.34213 -4.65779
C -8.80285 1.71318 -4.64655
C -8.29260 0.72249 -3.81222
C -8.92031 0.43880 -2.60222
C -10.06492 1.13976 -2.23098
C -10.57724 2.12789 -3.06713
C -9.94423 2.41793 -4.27279
H -8.31133 1.93641 -5.58824
H -7.40408 0.17109 -4.10481
H -8.51833 -0.32932 -1.94860
H -10.55729 0.91535 -1.28997
H -11.47056 2.67317 -2.77836
H -10.34079 3.19197 -4.92169
C -6.54574 -1.57040 0.97997
C -6.03832 -2.56058 1.81750
C -6.66994 -2.84226 3.02577
C -7.81536 -2.14014 3.39239
C -8.32472 -1.15278 2.55337
C -7.68801 -0.86456 1.34935
H -6.05104 -1.34846 0.03912
H -5.14919 -3.11268 1.52843
H -6.27058 -3.60939 3.68141
H -8.31066 -2.36302 4.33204
H -9.21865 -0.60673 2.83876
H -8.08235 -0.09096 0.69812
C 8.61371 3.09636 5.00045
C 8.52437 1.70962 4.91853
C 7.33898 1.06586 5.26389
C 6.23888 1.81078 5.68224
C 6.32725 3.19818 5.76055
C 7.51547 3.84092 5.42399
H 9.53903 3.59757 4.73440
H 9.37962 1.12951 4.58598
H 7.27196 -0.01615 5.20634
H 5.31297 1.30943 5.94716
H 5.46921 3.77897 6.08523
H 7.58572 4.92171 5.49045
*
```

***

Record 6
A structure of composition H22NeO11 at a distorted geometry, computed with the ωB97M-V functional and the def2-TZVPD basis.

Values from the calculation:
E_tot = -26389.0834 eV
Energy above the lowest of the compared OMol25 structures with the same formula, charge and spin = 84.18 kJ/mol

```
! RIJCOSX wB97M-V def2-TZVPD def2/J DEFGRID3
* xyz 0 1
Ne 0.03313 -0.02720 0.04104
O -2.99404 0.10721 0.09616
H -2.74055 -0.13582 0.98661
H -2.65210 -0.59912 -0.45194
O 0.93123 2.95843 1.60594
H 0.25246 3.49900 1.20184
H 0.75649 2.07386 1.28461
O 2.72441 1.06235 -0.25921
H 2.42412 0.26352 -0.69271
H 2.47319 1.76787 -0.85534
O 2.15449 -1.07178 -1.85875
H 2.05407 -0.82805 -2.77894
H 3.04739 -1.41101 -1.79640
O -1.48855 2.45033 -1.03382
H -2.03392 1.78629 -0.61209
H -1.91956 3.28016 -0.82925
O -0.25717 -2.58248 2.26603
H 0.28580 -3.23923 1.83002
H 0.36826 -1.94798 2.61602
O 1.21069 2.50427 -2.02059
H 0.92093 1.98723 -2.77222
H 0.47351 2.47511 -1.41072
O 2.86643 0.86346 2.79773
H 2.67115 1.14301 1.90333
H 2.56921 -0.04565 2.83530
O -0.15882 -2.65768 -2.71732
H 0.57390 -2.33510 -2.19264
H -0.93871 -2.35572 -2.25167
O -2.40554 -2.13597 -1.40453
H -3.30983 -2.08762 -1.71462
H -2.43396 -2.75839 -0.67789
O -2.18148 -0.57143 2.84510
H -1.59258 -0.07894 3.41685
H -1.68404 -1.35291 2.60410
*
```

***

Record 7
A structure of composition C2H8N4O at a distorted geometry, computed with the ωB97M-V functional and the def2-TZVPD basis.

Values from the calculation:
E_tot = -10205.2176 eV
Energy above the lowest of the compared OMol25 structures with the same formula, charge and spin = 713.53 kJ/mol

```
! RIJCOSX wB97M-V def2-TZVPD def2/J DEFGRID3
* xyz 0 1
C -2.33005 -0.13103 -0.59432
N -1.27929 -0.10536 0.38512
C -0.46923 -0.99015 0.67688
N 2.42972 -0.17166 0.37860
N 0.44381 1.61450 -0.61328
O 1.26819 0.07241 -0.27069
N 0.06583 -1.86074 1.34667
H 2.46520 0.24425 1.30747
H 3.24265 0.02312 -0.20203
H -0.22859 1.83650 0.12108
H 1.21007 1.94460 -1.19580
H 1.03483 -2.09448 1.16444
H -2.43142 0.86788 -1.01801
H -2.15818 -0.85208 -1.39734
H -3.26355 -0.39777 -0.08877
*
```

***

Record 8
The molecule C5H10O, computed with the ωB97M-V functional and the def2-TZVPD basis.

Values from the calculation:
E_tot = -7393.2625 eV
SMILES string = CC/C=C\OC
Energy above the lowest of the compared OMol25 structures with the same formula, charge and spin = 145.01 kJ/mol

```
! RIJCOSX wB97M-V def2-TZVPD def2/J DEFGRID3
* xyz 0 1
C 0.26322 2.24081 0.34849
C 0.37725 0.72918 0.55223
C 0.56586 0.12613 -0.81201
C -0.26253 -0.75469 -1.37248
O -1.16817 -1.48664 -0.65989
C -0.62093 -2.16621 0.46549
H -0.58366 2.44056 -0.31577
H 0.10762 2.77661 1.28936
H 1.16548 2.63648 -0.13070
H 1.18392 0.49402 1.26130
H -0.56146 0.36084 0.98068
H 1.31982 0.57171 -1.44817
H -0.31024 -0.91487 -2.44819
H -1.44107 -2.30935 1.16757
H -0.21157 -3.12749 0.14076
H 0.17644 -1.61712 0.98135
*
```

***

Record 9
The molecule C5H9NO, computed with the ωB97M-V functional and the def2-TZVPD basis.

Values from the calculation:
E_tot = -8865.0358 eV
Energy above the lowest of the compared OMol25 structures with the same formula, charge and spin = 403.01 kJ/mol

```
! RIJCOSX wB97M-V def2-TZVPD def2/J DEFGRID3
* xyz 0 1
C -2.11693 -1.10783 0.62527
C -1.14897 -0.07132 0.17069
N -0.25671 0.46789 0.98773
C 0.85448 1.17045 0.68790
C 1.56656 0.98310 -0.58035
C 1.59928 -0.28236 -1.33096
O 0.86921 0.83016 -1.83713
H -1.89584 -2.07887 0.15868
H -3.14770 -0.85595 0.34723
H -2.07627 -1.25196 1.71231
H -1.06259 0.21213 -0.87030
H -0.43302 0.33209 1.98293
H 1.31867 1.72143 1.49393
H 2.44895 1.61745 -0.66761
H 2.48657 -0.56490 -1.89742
H 0.99432 -1.12150 -0.98291
*
```

***

Record 10
The ion C7H11N2 with charge +1 at a distorted geometry, computed with the ωB97M-V functional and the def2-TZVPD basis.

Values from the calculation:
E_tot = -10407.8105 eV
SMILES string = [H]/N=C1/C=CC[N@@H+](C)C1=C
Energy above the lowest of the compared OMol25 structures with the same formula, charge and spin = 377.09 kJ/mol

```
! RIJCOSX wB97M-V def2-TZVPD def2/J DEFGRID3
* xyz 1 1
H 2.91942 1.04722 0.86349
N 2.75565 0.03584 0.68219
C 1.80650 -0.26904 -0.03589
C 1.45197 -1.70390 -0.24991
C 0.22571 -2.04276 -0.61208
C -0.92806 -1.06824 -0.59936
N -0.70884 0.29467 -0.12690
C -0.94806 0.42705 1.31875
C 0.59835 0.86737 -0.38112
C 0.80312 2.07165 -0.85459
H 2.33008 -2.39584 -0.14757
H -0.12148 -3.05194 -0.86860
H -1.29776 -1.00124 -1.69979
H -1.80737 -1.53963 0.04744
H -1.43519 1.02197 -0.45483
H -0.30388 -0.16974 1.82631
H -0.77705 1.53531 1.60723
H -1.92481 0.17890 1.66625
H 0.18773 2.90223 -1.20973
H 1.91399 2.23031 -0.92478
*
```

***

Record 11
The molecule C5H6FN at a distorted geometry, computed with the ωB97M-V functional and the def2-TZVPD basis.

Values from the calculation:
E_tot = -9484.9993 eV
SMILES string = FC1=C[C@H]2C[C@@H]1N2
Energy above the lowest of the compared OMol25 structures with the same formula, charge and spin = 433.01 kJ/mol

```
! RIJCOSX wB97M-V def2-TZVPD def2/J DEFGRID3
* xyz 0 1
F 0.73854 0.22764 -2.55527
C 0.07406 0.18756 -1.45463
C -0.83439 -0.70898 -1.02396
C -0.65667 -0.61611 0.55687
C 0.83278 -0.29853 0.71536
C 0.41571 1.02297 -0.07478
N -0.90652 0.98868 0.63020
H -1.56577 -1.25645 -1.72463
H -1.33772 -1.32897 1.13653
H 1.51996 -1.06567 0.32794
H 1.27965 -0.37913 1.91203
H 1.23272 1.85821 -0.04891
H -0.79233 1.36878 1.60324
*
```

***

Record 12
The molecule C8H14N2Si at a distorted geometry, computed with the ωB97M-V functional and the def2-TZVPD basis.

Values from the calculation:
E_tot = -19380.5879 eV
SMILES string = CN(c1ccccn1)[SiH](C)C
Energy above the lowest of the compared OMol25 structures with the same formula, charge and spin = 15.71 kJ/mol

```
! RIJCOSX wB97M-V def2-TZVPD def2/J DEFGRID3
* xyz 0 1
C 0.38863 2.24555 0.90773
N -0.00086 1.10389 0.03195
C -0.53115 0.04794 0.83087
C -0.86131 -1.22583 0.32469
C -1.31283 -2.19611 1.19386
C -1.35366 -1.99898 2.56210
C -1.05209 -0.74892 2.92806
N -0.62233 0.24327 2.11478
Si 0.72152 0.83361 -1.45293
C -0.25227 0.89125 -3.09840
C 1.93616 -0.67077 -1.33958
H 1.36993 2.58390 0.59545
H -0.33627 3.04156 0.82053
H 0.30740 1.89377 1.88591
H -1.06036 -1.48403 -0.73333
H -1.65538 -3.13646 0.82191
H -1.47287 -2.86193 3.27347
H -0.99210 -0.42668 4.05999
H 1.58874 2.03575 -1.59254
H 0.37941 0.92095 -3.99418
H -0.90764 0.04858 -3.03632
H -0.72966 1.78866 -3.10622
H 1.46803 -1.24812 -0.59564
H 2.02656 -1.27538 -2.25479
H 2.95440 -0.40550 -1.14738
*
```

***

In eV, the HOMO values for the records above are, in order, -9.14 -8.25 -9.46 -13.96 -10.72 -10.70 -8.98 -8.74 -6.43 -13.87 -8.80 -8.53.
In Ha, the gap between HOMO and LUMO values for the records above are, in order, 0.364 0.290 0.384 0.203 0.279 0.384 0.341 0.361 0.270 0.382 0.362 0.347.